The following is a quantum chemistry calculation of a structure of composition C24H35AlBBr3CaClCs2F10IN3O15P, from the Open Molecules 2025 dataset.

Output
Energy (Ha): -13032.06016
Frontier orbital gap (Eh): 0.0408
Highest occupied orbital energy (eV): -5.964
Total charge: 0

Atoms and positions in Å:
1 C -3.64 1.89 -3.75
2 C -2.13 1.69 -3.11
3 C -1.48 0.37 -3.65
4 C -0.80 -0.76 -2.76
5 C -1.59 -1.51 -1.49
6 I -3.53 -0.67 -0.91
7 C -2.14 -2.82 -2.26
8 C -3.26 -3.74 -1.53
9 C -2.80 -5.33 -1.71
10 Cl -4.94 -3.72 -2.41
11 C -0.31 -1.58 -0.44
12 C -0.79 -2.79 0.59
13 O -1.92 -2.45 1.43
14 C -2.11 -3.37 2.56
15 C -2.75 -2.45 3.78
16 O -4.02 -2.96 4.29
17 C -4.59 -1.82 5.06
18 C -5.65 -0.97 4.16
19 C -0.42 -0.49 0.80
20 O -1.15 0.57 0.81
21 O 0.24 -0.67 2.03
22 N 1.06 -1.73 -1.16
23 C 1.28 -3.03 -1.92
24 C 1.07 -4.47 -1.35
25 O 0.71 -5.40 -2.18
26 Br 1.31 -5.39 0.40
27 C 2.38 -1.46 -0.55
28 F 3.46 -1.13 -1.50
29 F 2.55 -0.29 0.31
30 C 3.19 -2.56 0.35
31 F 3.83 -3.61 -0.40
32 F 2.66 -2.94 1.62
33 F 4.39 -1.83 0.78
34 C 0.78 -0.69 -2.28
35 Br 1.66 -0.90 -4.11
36 B 1.06 0.90 -2.13
37 N 0.67 1.87 -1.07
38 O 1.89 1.64 -3.12
39 H -3.54 2.07 -4.88
40 H -4.19 0.85 -3.61
41 H -4.20 2.75 -3.23
42 H -1.53 2.61 -3.50
43 H -2.26 1.84 -1.98
44 H -2.32 -0.19 -4.28
45 H -0.72 0.67 -4.49
46 H -0.75 -1.61 -3.57
47 H -2.70 -2.41 -3.20
48 H -1.37 -3.56 -2.68
49 H -3.35 -3.62 -0.37
50 H -3.69 -6.05 -1.63
51 H -2.34 -5.50 -2.76
52 H -1.96 -5.58 -0.95
53 H 0.05 -3.08 1.34
54 H -1.06 -3.78 0.07
55 H -2.87 -4.24 2.35
56 H -1.15 -3.83 2.99
57 H -2.02 -2.32 4.66
58 H -2.93 -1.38 3.36
59 H -3.75 -1.06 5.33
60 H -5.04 -2.15 6.06
61 H -6.51 -0.68 4.86
62 H -6.04 -1.66 3.32
63 H -5.20 -0.02 3.71
64 H 0.65 -3.08 -2.90
65 H 2.36 -3.10 -2.37
66 H 1.03 1.66 -0.13
67 H -0.33 2.11 -1.05
68 H 1.22 2.23 -3.56
69 C 3.32 3.55 1.38
70 C 4.33 4.33 0.55
71 O 3.85 5.66 0.29
72 C 4.03 6.57 1.28
73 O 4.56 6.31 2.36
74 C 3.52 7.94 0.85
75 F 2.31 7.89 0.25
76 F 4.36 8.54 -0.02
77 F 3.38 8.81 1.89
78 H 2.34 3.55 0.89
79 H 3.64 2.51 1.51
80 H 3.18 4.00 2.36
81 H 4.46 3.84 -0.42
82 H 5.31 4.35 1.03
83 Ca -4.41 -0.82 -4.55
84 F -6.76 1.47 3.47
85 O 3.50 -0.73 4.51
86 P 4.02 0.63 4.01
87 O 2.84 1.59 3.81
88 O 4.75 0.44 2.68
89 O 4.99 1.21 5.04
90 Cs 2.76 5.96 3.31
91 Al 2.52 -5.88 2.76
92 F 2.30 -1.72 2.94
93 N 6.11 7.00 -2.30
94 O 6.57 6.69 -1.18
95 O 6.68 7.87 -2.97
96 O 5.09 6.44 -2.73
97 Cs -4.73 -3.49 0.65
98 Br -6.49 2.18 -3.76

---

The following is a quantum chemistry calculation of a structure of composition C24H35BCdN5O8, from the Open Molecules 2025 dataset.

Output
Energy (Ha): -2003.83618
Frontier orbital gap (Eh): 0.3344
Highest occupied orbital energy (eV): -11.391
Total charge: +1

Atoms and positions in Å:
1 Cd -12.59 8.28 -11.36
2 O -9.32 4.77 -12.70
3 C -9.04 5.91 -12.87
4 O -7.95 6.36 -13.46
5 B -7.92 7.85 -13.43
6 O -9.17 8.20 -12.66
7 C -9.82 7.12 -12.38
8 O -10.89 7.12 -11.81
9 O -7.90 8.41 -14.78
10 C -6.92 9.30 -14.88
11 O -6.63 9.96 -15.83
12 C -6.15 9.29 -13.53
13 O -6.76 8.40 -12.74
14 O -5.17 9.90 -13.29
15 C -11.67 12.80 -15.20
16 C -11.00 11.55 -15.77
17 C -10.29 10.73 -14.66
18 C -11.24 10.18 -13.69
19 N -11.99 9.75 -12.95
20 H -12.20 13.33 -15.98
21 H -10.97 13.43 -14.65
22 H -12.46 12.49 -14.51
23 H -10.31 11.74 -16.59
24 H -11.80 10.91 -16.14
25 H -9.60 11.40 -14.14
26 H -9.78 9.88 -15.12
27 C -8.50 11.05 -6.26
28 C -9.61 10.33 -7.05
29 C -9.73 10.89 -8.47
30 C -10.67 10.24 -9.38
31 N -11.41 9.70 -10.07
32 H -8.80 12.09 -6.17
33 H -7.57 10.94 -6.82
34 H -8.47 10.64 -5.25
35 H -10.59 10.51 -6.58
36 H -9.48 9.25 -7.03
37 H -8.76 10.81 -8.98
38 H -9.98 11.95 -8.47
39 C -17.52 11.50 -11.49
40 C -16.31 12.40 -11.21
41 C -15.35 11.77 -10.18
42 C -14.87 10.46 -10.60
43 N -14.51 9.41 -10.90
44 H -18.11 11.35 -10.58
45 H -17.22 10.54 -11.91
46 H -18.17 11.92 -12.26
47 H -16.60 13.35 -10.77
48 H -15.80 12.58 -12.15
49 H -15.81 11.62 -9.21
50 H -14.46 12.39 -10.13
51 C -12.97 4.14 -14.82
52 C -13.94 5.05 -15.60
53 C -14.91 5.81 -14.70
54 C -14.27 6.52 -13.58
55 N -13.82 7.08 -12.70
56 H -13.54 3.31 -14.43
57 H -12.57 4.69 -13.96
58 H -12.08 3.84 -15.37
59 H -14.52 4.41 -16.26
60 H -13.35 5.78 -16.16
61 H -15.67 5.15 -14.28
62 H -15.42 6.61 -15.26
63 C -12.83 6.97 -4.72
64 C -12.76 7.44 -6.18
65 C -13.10 6.29 -7.13
66 C -13.04 6.68 -8.53
67 N -12.99 6.99 -9.63
68 H -13.76 6.46 -4.49
69 H -12.70 7.84 -4.07
70 H -12.06 6.23 -4.50
71 H -11.77 7.85 -6.35
72 H -13.48 8.25 -6.32
73 H -14.11 5.91 -6.95
74 H -12.39 5.47 -6.96

---

The following is a quantum chemistry calculation of a structure of composition C24H35Br2Cl8FMg2N2O13S5, from the Open Molecules 2025 dataset.

Output
Energy (Ha): -13342.67439
Frontier orbital gap (Eh): 0.0473
Highest occupied orbital energy (eV): -10.432
Total charge: +2

Atoms and positions in Å:
1 C 5.85 2.43 -0.61
2 C 5.83 1.98 0.87
3 Br 6.93 3.07 2.08
4 C 5.16 0.92 1.38
5 Br 5.30 0.56 3.31
6 O 4.39 0.09 0.54
7 S 2.91 0.80 0.18
8 O 3.00 1.15 -1.23
9 O 1.69 -0.42 0.30
10 C 0.55 -0.06 -0.56
11 C -0.76 -0.84 -0.22
12 C -1.66 -0.09 0.86
13 S -3.05 0.69 -0.06
14 C -4.61 0.33 0.82
15 S -4.87 -0.93 1.80
16 N -5.67 1.32 0.53
17 C -6.46 1.24 -0.53
18 C -7.33 2.52 -0.40
19 N -6.99 3.16 0.72
20 C -5.96 2.45 1.35
21 H 5.46 1.66 -1.32
22 H 6.93 2.63 -0.87
23 H 5.33 3.42 -0.69
24 H 0.45 1.06 -0.52
25 H 0.85 -0.32 -1.62
26 H -0.59 -1.91 0.08
27 H -1.35 -0.88 -1.18
28 H -1.09 0.76 1.34
29 H -2.03 -0.78 1.67
30 H -6.47 0.45 -1.32
31 H -8.11 2.85 -1.12
32 H -5.39 2.64 2.32
33 Cl -5.39 4.46 2.68
34 C 4.47 6.95 -1.13
35 Cl 3.22 8.02 -1.78
36 Cl 4.14 5.28 -1.62
37 Cl 6.05 7.44 -1.76
38 Cl 4.48 7.05 0.64
39 Mg 2.10 -2.23 1.54
40 O 3.42 -6.62 -0.92
41 C 4.53 -6.17 -1.05
42 O 5.56 -6.85 -1.60
43 C 6.76 -6.06 -1.49
44 C 6.29 -4.63 -1.34
45 C 4.98 -4.81 -0.59
46 H 7.33 -6.40 -0.62
47 H 7.37 -6.20 -2.38
48 H 7.00 -3.99 -0.83
49 H 6.09 -4.20 -2.33
50 H 5.13 -4.83 0.49
51 H 4.25 -4.04 -0.87
52 C 0.95 3.58 4.75
53 C 2.40 3.32 4.39
54 O 2.38 3.04 2.98
55 S 1.20 3.89 2.29
56 O 1.76 5.07 1.73
57 O 0.38 2.99 1.54
58 O 0.41 4.30 3.64
59 H 0.40 2.64 4.85
60 H 0.85 4.16 5.66
61 H 2.83 2.49 4.94
62 H 3.02 4.21 4.55
63 F -7.83 1.16 1.23
64 C 0.92 -6.51 2.69
65 Cl 0.69 -8.04 3.53
66 Cl -0.37 -5.36 3.12
67 Cl 2.51 -5.82 3.07
68 H 0.87 -6.69 1.62
69 C -8.36 6.46 0.68
70 S -7.86 7.04 -0.95
71 O -7.45 8.47 -0.81
72 C -9.51 7.03 -1.67
73 H -7.47 6.44 1.30
74 H -9.09 7.14 1.11
75 H -8.78 5.46 0.60
76 H -10.18 7.67 -1.10
77 H -9.90 6.01 -1.68
78 H -9.45 7.40 -2.70
79 Mg -4.64 6.96 2.22
80 C 1.00 -6.16 -2.22
81 C 0.09 -6.98 -3.11
82 C 0.77 -7.55 -4.32
83 O -0.33 -7.71 -5.23
84 C -1.22 -6.73 -4.91
85 O -2.13 -6.40 -5.60
86 O -0.93 -6.17 -3.70
87 H 0.42 -5.41 -1.66
88 H 1.53 -6.79 -1.51
89 H 1.74 -5.61 -2.80
90 H -0.40 -7.76 -2.52
91 H 1.27 -8.50 -4.14
92 H 1.48 -6.85 -4.78

---

The following is a quantum chemistry calculation of a structure of composition C24H35ClCrN3O2Se, from the Open Molecules 2025 dataset.

Output
Multiplicity: 4
Energy (Ha): -5156.40868
Frontier orbital gap (spin up / spin down) (Eh): 0.2776 / 0.3206
Highest occupied orbital energy (spin up / spin down) (eV): -8.242 / -8.391
Total charge: 0
<S²>: 3.919

Atoms and positions in Å:
1 Cr -0.48 0.10 -0.02
2 C -0.24 2.19 -1.13
3 C -0.91 2.63 0.06
4 C -2.12 1.94 0.16
5 C -2.22 1.06 -0.97
6 C -1.07 1.27 -1.79
7 C -0.92 0.77 -3.19
8 C -3.49 0.41 -1.44
9 C -3.26 2.23 1.08
10 C -0.49 3.87 0.78
11 C 0.97 2.85 -1.72
12 H 0.11 0.89 -3.54
13 H -1.58 1.33 -3.85
14 H -1.18 -0.29 -3.27
15 H -4.10 0.05 -0.61
16 H -3.28 -0.43 -2.10
17 H -4.08 1.15 -2.00
18 H -4.02 2.80 0.54
19 H -2.96 2.83 1.94
20 H -3.74 1.33 1.45
21 H 0.56 3.86 1.08
22 H -1.10 4.06 1.66
23 H -0.63 4.72 0.10
24 H 1.60 2.13 -2.24
25 H 1.58 3.34 -0.96
26 H 0.66 3.62 -2.44
27 C 1.67 -2.42 0.93
28 N 1.44 -1.05 1.41
29 C 2.70 -0.29 1.28
30 C 1.10 -1.19 2.84
31 C 0.83 0.09 3.59
32 N -0.40 0.76 3.21
33 C -1.55 0.06 3.80
34 C -0.37 2.12 3.76
35 H 2.31 -2.97 1.63
36 H 2.16 -2.42 -0.04
37 H 0.72 -2.96 0.84
38 H 3.48 -0.73 1.92
39 H 2.55 0.75 1.56
40 H 3.03 -0.31 0.24
41 H 1.95 -1.67 3.34
42 H 0.25 -1.87 2.92
43 H 1.66 0.78 3.46
44 H 0.79 -0.15 4.66
45 H -1.48 0.08 4.90
46 H -1.59 -0.97 3.47
47 H -2.48 0.54 3.50
48 H -0.24 2.10 4.85
49 H -1.31 2.62 3.54
50 H 0.45 2.69 3.32
51 Cl 3.20 -5.57 -5.38
52 C 2.62 -4.25 -4.41
53 C 1.36 -4.34 -3.83
54 C 0.91 -3.29 -3.04
55 C 1.71 -2.17 -2.83
56 C 2.97 -2.10 -3.42
57 C 3.43 -3.14 -4.22
58 C 1.28 -1.08 -1.90
59 O 1.99 -0.08 -1.77
60 O 0.13 -1.27 -1.31
61 H 0.75 -5.21 -4.00
62 H -0.06 -3.34 -2.57
63 H 3.57 -1.22 -3.25
64 H 4.40 -3.10 -4.68
65 Se -1.83 -1.89 0.68
66 C -3.37 -1.29 1.46
67 N -4.35 -0.93 1.97

---

The following is a quantum chemistry calculation of a structure of composition C24H35IMnN4O5S2, from the Open Molecules 2025 dataset.

Output
Multiplicity: 6
Energy (Ha): -3775.87805
Frontier orbital gap (spin up / spin down) (Eh): 0.2822 / 0.2814
Highest occupied orbital energy (spin up / spin down) (eV): -7.889 / -8.022
Total charge: 0
<S²>: 8.756

Atoms and positions in Å:
1 Mn 1.82 -0.27 0.65
2 C 6.50 -1.26 1.05
3 C 5.68 -2.16 0.21
4 N 6.36 -3.01 -0.55
5 C 5.70 -3.81 -1.40
6 C 4.35 -3.74 -1.59
7 C 3.72 -4.80 -2.53
8 O 3.10 -4.21 -3.66
9 C 3.58 -2.78 -0.89
10 C 2.16 -2.81 -1.02
11 N 1.39 -2.15 -0.20
12 C 0.02 -2.44 -0.31
13 C -0.46 -3.60 0.32
14 C -1.76 -4.10 0.11
15 C -2.58 -3.37 -0.72
16 C -2.12 -2.30 -1.41
17 C -0.82 -1.76 -1.21
18 I -0.11 -0.04 -2.03
19 C 4.19 -1.96 0.07
20 O 3.65 -0.99 0.69
21 H 7.47 -1.74 1.28
22 H 5.99 -0.98 1.94
23 H 6.67 -0.32 0.55
24 H 6.29 -4.61 -1.92
25 H 2.94 -5.14 -1.94
26 H 4.49 -5.59 -2.78
27 H 3.84 -3.75 -4.08
28 H 1.58 -3.34 -1.80
29 H 0.24 -4.18 0.87
30 H -1.95 -5.09 0.53
31 H -3.57 -3.80 -0.95
32 H -2.87 -1.76 -2.11
33 C -5.81 -0.92 1.47
34 C -5.17 0.31 2.14
35 C -4.53 1.22 1.12
36 C -3.22 0.67 0.49
37 N -2.18 0.20 1.42
38 C -1.06 0.73 1.90
39 S 0.10 -0.35 2.50
40 N -0.83 2.02 1.97
41 C -1.72 3.13 1.77
42 C -2.05 3.60 0.31
43 C -1.89 5.09 0.17
44 C -2.12 5.52 -1.23
45 H -6.39 -1.46 2.18
46 H -5.01 -1.61 1.15
47 H -6.40 -0.62 0.61
48 H -4.48 -0.03 2.87
49 H -5.95 0.83 2.69
50 H -4.38 2.21 1.58
51 H -5.26 1.49 0.37
52 H -2.88 1.44 -0.18
53 H -3.46 -0.21 -0.06
54 H -2.19 -0.80 1.54
55 H 0.17 2.25 1.95
56 H -1.32 3.91 2.39
57 H -2.64 2.76 2.27
58 H -3.06 3.27 0.08
59 H -1.29 3.10 -0.24
60 H -0.90 5.32 0.45
61 H -2.51 5.58 0.93
62 H -1.66 4.89 -1.95
63 H -1.67 6.49 -1.41
64 H -3.24 5.56 -1.47
65 C 3.23 3.68 -0.81
66 S 1.65 2.94 -0.47
67 O 2.08 1.59 -0.07
68 O 0.82 3.03 -1.65
69 O 1.14 3.65 0.71
70 H 3.76 2.95 -1.44
71 H 3.82 3.82 0.16
72 H 3.04 4.61 -1.39

---

The following is a quantum chemistry calculation of a structure of composition C24H35N2SSn, from the Open Molecules 2025 dataset.

Output
Energy (Ha): -1656.92012
Frontier orbital gap (spin up / spin down) (Eh): 0.2100 / 0.1997
Highest occupied orbital energy (spin up / spin down) (eV): -9.720 / -9.430
Total charge: +1

Atoms and positions in Å:
1 C 1.58 -2.73 0.54
2 C 2.00 -1.94 -0.58
3 C 1.02 -2.06 -1.61
4 C -0.02 -2.91 -1.14
5 C 0.31 -3.34 0.19
6 Sn -0.33 0.21 1.35
7 C -3.13 1.49 -1.31
8 C -3.21 1.10 0.10
9 H -3.18 1.98 0.83
10 C -2.64 -0.19 0.69
11 H -2.60 -1.14 0.08
12 H -2.97 -0.56 1.70
13 C -3.50 2.89 -1.82
14 H -3.01 3.70 -1.25
15 H -3.14 3.05 -2.82
16 H -4.62 3.19 -1.74
17 C -2.87 0.32 -2.26
18 H -1.97 -0.26 -2.09
19 H -3.75 -0.46 -2.44
20 H -2.72 0.69 -3.28
21 C 3.22 -1.12 -0.62
22 H 3.31 -0.43 0.24
23 H 4.11 -1.76 -0.63
24 H 3.26 -0.50 -1.53
25 C 1.11 -1.43 -2.95
26 H 1.52 -0.41 -2.90
27 H 1.77 -2.01 -3.61
28 H 0.12 -1.37 -3.43
29 C -1.24 -3.29 -1.87
30 H -1.28 -2.78 -2.85
31 H -1.23 -4.37 -2.07
32 H -2.17 -3.06 -1.33
33 C -0.60 -4.04 1.11
34 H -1.63 -4.00 0.74
35 H -0.31 -5.09 1.21
36 H -0.61 -3.59 2.12
37 C 2.16 -2.72 1.89
38 H 1.43 -2.53 2.69
39 H 2.66 -3.67 2.10
40 H 2.92 -1.91 1.96
41 C 0.88 2.02 -1.21
42 C -0.38 2.18 -1.86
43 C 2.16 2.31 -1.08
44 C 0.05 2.32 -3.20
45 H -1.14 2.41 -1.02
46 C 2.44 2.43 -2.58
47 H 3.06 2.38 -0.70
48 C 1.47 2.34 -3.52
49 H -0.84 2.18 -3.80
50 H 3.53 2.64 -3.22
51 H 1.47 2.34 -4.67
52 S -0.82 -0.79 3.66
53 C -0.01 0.67 4.11
54 N 1.31 0.79 4.39
55 C 1.70 2.14 4.75
56 C 0.39 2.92 4.63
57 N -0.57 1.91 4.23
58 H 1.95 0.00 4.32
59 H 2.48 2.52 4.08
60 H 2.08 2.15 5.78
61 H 0.46 3.72 3.89
62 H 0.09 3.36 5.59
63 H -1.54 2.09 4.02